1.
# C4H4N2O

A molecular structure, C4H4N2O (wB97M-V/def2-TZVPD, the Open Molecules 2025 dataset).

Structure (XYZ):
```
11
C4H4N2O wB97M-V/def2-TZVPD
O -2.37 -1.38 -0.17
C -1.85 -0.30 0.00
C -0.38 -0.14 0.11
C 0.29 1.06 -0.09
N 1.60 1.05 -0.86
C 1.83 0.22 0.02
N 0.49 -1.13 0.29
H -2.44 0.64 0.03
H -0.03 2.06 0.18
H 2.66 -0.08 0.65
H 0.21 -2.01 -0.16
```

* ΔE to the lowest compared entry with this formula, charge and spin: 486.9 kJ/mol
* calculated total energy: -339.396232 hartree
* highest occupied orbital energy: -8.6 eV

=====

2.
# C4H38N2O15

15 unconnected molecules or ions with the total composition C4H38N2O15 in a non-equilibrium geometry (wB97M-V/def2-TZVPD, the Open Molecules 2025 dataset).

Structure (XYZ):
```
59
C4H38N2O15 wB97M-V/def2-TZVPD
C 0.25 -0.60 3.48
N 1.15 -0.10 2.44
C 1.22 2.00 3.52
C 2.12 0.93 3.00
C 3.05 1.34 1.89
N 4.09 2.16 2.31
O 2.98 1.15 0.69
H 0.29 -1.71 3.64
H 0.14 -0.03 4.40
H -0.76 -0.48 3.05
H 1.64 -0.86 1.93
H 0.98 1.72 4.57
H 0.38 2.22 2.80
H 1.77 3.00 3.61
H 2.62 0.42 3.85
H 4.93 2.37 1.78
H 4.25 2.45 3.26
H 1.39 1.19 -0.45
H 2.19 1.25 -1.81
O 1.41 0.90 -1.35
H -3.03 -2.68 -1.11
H -2.30 -3.48 -2.23
O -2.62 -2.59 -2.00
H 3.64 0.47 -3.18
H 4.05 1.91 -3.64
O 3.77 1.38 -2.91
H -1.76 1.43 1.24
H -2.88 2.13 0.21
O -2.56 1.95 1.13
H 0.17 -3.64 3.91
H -0.07 -3.04 2.43
O -0.30 -3.74 3.08
H -0.69 2.06 -2.80
H -1.35 2.92 -3.88
O -0.97 2.97 -2.98
H -1.95 0.29 -1.24
H -0.58 0.11 -0.80
O -1.23 -0.32 -1.38
H -3.95 -1.08 -2.05
H -4.89 -0.21 -2.94
O -4.05 -0.21 -2.44
H 4.09 -2.42 -1.19
H 3.03 -1.20 -1.07
O 3.58 -1.75 -1.64
H -0.35 0.42 -4.01
H -1.81 0.10 -3.74
O -1.24 0.68 -4.34
H -2.16 2.54 -1.91
H -3.19 1.32 -2.04
O -2.97 2.12 -1.56
H -4.52 0.46 2.68
H -3.50 0.70 1.64
O -3.84 -0.02 2.20
H 0.56 -1.47 0.11
H 0.67 -2.99 0.46
O 0.79 -2.09 0.81
H -1.55 -5.14 0.00
H -0.81 -4.14 -0.93
O -1.61 -4.67 -0.84
```

* ΔE to the lowest compared entry with this formula, charge and spin: 512.3 kJ/mol
* calculated total energy: -1413.269031 hartree
* highest occupied orbital energy: -8.9 eV

=====

3.
# C5H8Cl2

2 unconnected molecules or ions with the total composition C5H8Cl2 in a non-equilibrium geometry (wB97M-V/def2-TZVPD, the Open Molecules 2025 dataset).

Structure (XYZ):
```
15
C5H8Cl2 wB97M-V/def2-TZVPD
C 0.47 0.14 1.81
C -0.06 -0.33 0.51
C 0.10 -0.89 -0.68
C -1.26 -0.23 -0.37
C -1.72 0.97 -1.17
Cl -2.58 -1.35 -0.03
H -0.04 1.13 2.04
H 1.55 0.27 1.60
H 0.13 -0.41 2.69
H 0.71 -1.50 -1.28
H -1.87 0.61 -2.22
H -0.68 1.53 -1.22
H -2.46 1.75 -0.75
Cl 4.44 -0.49 -0.36
H 3.28 -1.20 -0.56
```

* ΔE to the lowest compared entry with this formula, charge and spin: 299.7 kJ/mol
* calculated total energy: -1115.590940 hartree
* structure (SMILES): CC1=C[C@@]1(C)Cl.Cl
* highest occupied orbital energy: -9.7 eV

=====

4.
# C35H70O18P2

4 unconnected molecules or ions with the total composition C35H70O18P2 in a non-equilibrium geometry (wB97M-V/def2-TZVPD, the Open Molecules 2025 dataset).

Structure (XYZ):
```
125
C35H70O18P2 wB97M-V/def2-TZVPD
C -2.70 -4.26 1.64
C -2.83 -4.02 0.45
C -3.01 -3.36 -0.92
P -1.25 -2.79 -1.27
O -0.37 -3.97 -1.04
O -0.99 -2.29 -2.81
O -0.71 -1.63 -0.18
O -3.20 -4.42 -1.88
C -3.67 -3.80 -3.06
O -3.55 -4.35 -4.11
C -4.32 -2.37 -2.75
C -5.73 -2.54 -3.46
C -3.72 -1.12 -3.49
O -3.17 -1.53 -4.77
O -3.15 -0.41 -5.59
C -4.24 -2.40 -1.14
C -3.94 -0.96 -0.53
C -4.03 -0.91 1.04
C -2.80 -0.14 1.72
C -3.25 0.22 3.19
O -2.61 0.95 3.90
O -4.41 -0.37 3.72
C -4.13 -1.56 4.47
C -5.28 -1.85 5.50
P -5.99 -2.97 -0.67
C -7.01 -1.40 -0.29
C -6.05 -3.92 0.95
C -7.45 -3.83 1.67
H -2.50 -4.27 2.72
H -0.04 -2.32 -3.01
H 0.18 -1.38 -0.50
H -5.53 -2.37 -4.56
H -6.14 -3.58 -3.41
H -6.48 -1.77 -3.17
H -2.87 -0.62 -2.95
H -4.50 -0.36 -3.74
H -3.79 -0.58 -6.30
H -4.64 -0.21 -1.00
H -2.91 -0.59 -0.82
H -4.94 -0.30 1.29
H -4.06 -1.91 1.53
H -1.96 -0.88 1.86
H -2.49 0.76 1.15
H -3.18 -1.39 5.04
H -4.06 -2.46 3.80
H -5.39 -2.96 5.60
H -6.27 -1.44 5.17
H -5.06 -1.44 6.52
H -6.80 -0.58 -1.02
H -8.07 -1.71 -0.47
H -6.88 -1.10 0.77
H -5.91 -5.00 0.68
H -5.27 -3.66 1.70
H -7.69 -2.79 2.00
H -7.40 -4.50 2.57
H -8.25 -4.25 1.01
C 3.44 4.38 1.90
O 2.36 3.73 2.55
C 2.70 3.11 3.78
C 1.78 3.53 4.93
O 1.81 4.90 5.31
C 1.36 5.88 4.37
C -0.11 5.83 3.98
O -0.46 4.64 3.30
C -1.58 3.95 3.84
H 3.89 3.70 1.17
H 3.04 5.25 1.38
H 4.20 4.73 2.61
H 3.74 3.31 4.06
H 2.59 2.03 3.64
H 2.11 2.98 5.81
H 0.76 3.21 4.75
H 2.00 5.88 3.49
H 1.53 6.84 4.86
H -0.31 6.66 3.30
H -0.73 5.98 4.88
H -1.69 4.11 4.92
H -1.42 2.88 3.68
H -2.49 4.25 3.31
C 1.82 5.42 -1.96
O 2.70 6.05 -2.87
C 3.42 7.15 -2.33
C 4.93 7.03 -2.54
O 5.59 5.94 -1.91
C 5.26 4.62 -2.32
C 5.62 4.24 -3.75
O 4.89 4.99 -4.72
C 5.70 5.61 -5.71
H 0.81 5.83 -2.07
H 1.79 4.35 -2.21
H 2.15 5.51 -0.93
H 3.21 7.27 -1.26
H 3.07 8.05 -2.84
H 5.37 7.93 -2.11
H 5.18 7.07 -3.60
H 4.22 4.40 -2.10
H 5.84 3.97 -1.66
H 5.35 3.18 -3.90
H 6.70 4.33 -3.90
H 6.70 5.85 -5.34
H 5.21 6.54 -6.00
H 5.76 4.96 -6.59
C 5.78 -2.75 0.54
O 5.86 -3.82 -0.39
C 6.41 -5.01 0.14
C 5.53 -6.23 -0.10
O 4.25 -6.24 0.53
C 3.30 -5.26 0.14
C 2.78 -5.34 -1.29
O 3.80 -5.10 -2.25
C 3.91 -6.09 -3.26
H 6.67 -2.11 0.43
H 4.90 -2.16 0.30
H 5.69 -3.10 1.57
H 6.63 -4.92 1.21
H 7.37 -5.18 -0.38
H 6.06 -7.09 0.32
H 5.43 -6.45 -1.16
H 3.66 -4.26 0.38
H 2.44 -5.42 0.80
H 2.03 -4.56 -1.43
H 2.29 -6.31 -1.45
H 3.59 -7.08 -2.91
H 4.96 -6.16 -3.55
H 3.33 -5.80 -4.14
```

* calculated total energy: -3412.211618 hartree
* structure (SMILES): C#C[C@@]1(P(=O)(O)O)OC(=O)[C@](C)(COO)[C@@]1(CCCC(=O)OCC)P(C)CC.COCCOCCOC.COCCOCCOC.COCCOCCOC
* highest occupied orbital energy: -8.4 eV

=====

5.
# C5H14NO2P

2 unconnected molecules or ions with the total composition C5H14NO2P in a non-equilibrium geometry (wB97M-V/def2-TZVPD, the Open Molecules 2025 dataset).

Structure (XYZ):
```
23
C5H14NO2P wB97M-V/def2-TZVPD
C -3.54 -0.48 1.29
C -2.85 -0.68 -0.08
O -1.52 -0.24 -0.27
P -1.02 1.14 0.55
O -0.49 2.20 -0.67
C 0.65 1.55 -0.22
C 1.68 2.51 0.48
H -4.45 -0.95 1.24
H -2.81 -0.80 2.04
H -3.92 0.59 1.44
H -3.43 -0.20 -0.95
H -2.97 -1.77 -0.15
H 1.09 0.81 -0.87
H 2.64 1.86 0.61
H 1.48 2.64 1.58
H 1.45 3.52 0.01
C 3.07 -1.77 0.64
N 1.93 -0.82 0.51
H 3.84 -1.49 1.48
H 2.79 -2.88 0.86
H 3.75 -1.87 -0.29
H 1.12 -1.38 0.25
H 1.83 -0.42 1.44
```

* ΔE to the lowest compared entry with this formula, charge and spin: 234.9 kJ/mol
* calculated total energy: -745.408568 hartree
* structure (SMILES): CCOP1O[C@H]1C.CN
* highest occupied orbital energy: -8.8 eV

=====

6.
# CH8N4P

2 unconnected molecules or ions with the total composition CH8N4P in a non-equilibrium geometry (wB97M-V/def2-TZVPD, the Open Molecules 2025 dataset).

Structure (XYZ):
```
14
CH8N4P wB97M-V/def2-TZVPD
C -1.44 0.37 -0.08
N -2.78 0.05 0.34
N -1.00 0.28 -1.23
N 2.47 -0.27 -0.38
N -0.50 0.92 0.94
P 0.82 1.74 0.54
H -3.28 -0.58 -0.29
H -3.09 0.32 1.30
H -1.56 -0.28 -1.92
H 1.75 -0.94 -0.19
H 3.25 -0.20 0.24
H 2.69 -0.20 -1.34
H -0.90 0.79 1.81
H 0.71 1.64 -0.89
```

* ΔE to the lowest compared entry with this formula, charge and spin: 185.9 kJ/mol
* calculated total energy: -602.998732 hartree
* total charge: +1
* highest occupied orbital energy: -13.9 eV

=====

Question: The highest highest occupied orbital energy belongs to which entry?
Answer: C35H70O18P2